No. 1
74
Properties=species:S:1:pos:R:3:forces:R:3:lowdin_charge:R:1 method="wB97M-V/def2-TZVPD" charge=-1 gap_ev=4.688 e_homo_ev=-2.46 relative_energy_ev=0.0000 spin_multiplicity=1 total_energy_ha=-1670.264570 molar_mass_g_mol=486.58
C -2.252117 2.866156 1.757875 -0.244 -0.528 -0.090 -0.08
C -2.036339 1.371701 1.477508 -0.336 -0.214 0.036 -0.43
C -1.694647 0.619301 2.766166 -0.444 0.443 -0.231 -0.07
C -1.069172 1.108295 0.335848 0.507 0.379 0.283 -0.21
C 0.392797 1.489886 0.596532 -0.391 -0.133 -0.981 -0.31
N 1.017104 1.696687 -0.694633 -0.101 -0.259 -0.028 -0.10
C 2.398787 1.951565 -0.580516 0.196 -0.300 -0.269 -0.34
C 3.028876 0.636733 -0.227473 -1.187 1.324 0.438 -0.37
C 4.578082 0.715323 0.455362 1.106 -1.072 -0.350 -0.07
O 3.134358 0.309286 1.035457 -0.260 -1.308 -0.188 -0.13
H -1.538123 3.233976 2.490110 0.144 0.268 -0.118 0.07
H -3.249240 2.999311 2.174936 -0.035 0.131 0.163 0.05
H -2.217617 3.423579 0.824041 0.232 0.205 0.012 0.08
H -3.011522 0.987226 1.156448 -0.011 -0.091 -0.141 0.12
H -2.532631 0.727379 3.456036 0.000 -0.115 0.176 0.06
H -1.551320 -0.436271 2.541919 0.208 -0.109 0.155 0.05
H -0.826697 1.059271 3.253504 0.260 -0.213 -0.031 0.08
H -1.411679 1.664180 -0.536577 0.021 0.132 -0.078 0.10
H -1.073321 0.065372 0.035604 -0.205 -0.194 0.118 0.08
H 0.838437 0.630925 1.125020 0.145 0.204 0.534 0.09
H 0.439254 2.390338 1.236878 0.211 -0.026 0.215 0.11
H 2.844339 2.198543 -1.552478 -0.109 0.551 0.004 0.10
H 2.716612 2.643355 0.220982 0.107 0.258 -0.160 0.11
H 2.854039 -0.184852 -0.927395 0.145 -0.056 -0.194 0.13
H 5.025496 0.114049 1.260352 0.561 0.993 0.425 0.04
H 4.870936 -0.064372 -0.326028 -0.324 -0.276 0.341 0.01
O -3.683871 2.906923 4.717832 0.194 0.068 0.158 0.13
C -4.737754 3.455431 4.669180 -0.147 -0.251 0.094 -0.49
O -4.895347 4.782342 4.929787 -0.043 0.047 -0.030 0.02
C -6.285413 5.133478 4.890692 -0.101 0.007 -0.042 -0.17
C -6.950241 4.055822 4.042238 -0.023 -0.130 0.010 -0.16
C -6.087078 2.834383 4.353587 -0.183 0.426 -0.273 -0.07
H -6.667430 5.148803 5.914744 -0.009 -0.023 0.002 0.12
H -6.385011 6.128879 4.464171 0.130 0.032 0.029 0.12
H -8.007630 3.925438 4.265630 0.012 0.028 0.065 0.11
H -6.858295 4.309372 2.985648 0.006 0.020 -0.001 0.12
H -6.435498 2.296972 5.236621 0.041 -0.067 -0.009 0.13
H -6.003769 2.152044 3.512773 0.110 -0.157 0.120 0.13
O -2.676203 -0.365128 -1.643910 -0.569 -0.193 -0.248 0.10
C -2.049777 -0.245150 -2.654830 0.500 -0.170 0.164 -0.47
O -2.656995 -0.017429 -3.860382 -0.067 0.058 -0.038 0.00
C -1.671106 -0.021257 -4.904431 0.142 0.048 -0.057 -0.18
C -0.350289 0.287718 -4.212647 0.066 -0.061 0.050 -0.15
C -0.551856 -0.335457 -2.835353 -0.191 0.372 -0.191 -0.08
H -1.671790 -1.008356 -5.376647 0.010 -0.012 0.019 0.12
H -1.946270 0.724089 -5.649280 -0.146 -0.007 0.037 0.11
H 0.516044 -0.094003 -4.751320 -0.045 -0.053 -0.028 0.11
H -0.232808 1.367479 -4.105635 0.030 0.000 0.027 0.12
H -0.264124 -1.387604 -2.796648 0.021 0.094 -0.009 0.10
H -0.022969 0.224332 -2.049757 0.001 -0.089 0.102 0.09
O 1.030052 -3.050583 -2.080163 0.118 -0.228 -0.275 0.10
C 0.635833 -3.360634 -0.994235 0.177 0.091 0.163 -0.49
O 0.406276 -2.447317 -0.034284 -0.034 -0.008 0.002 0.04
C 0.039767 -3.085452 1.195437 -0.093 -0.086 0.163 -0.14
C -0.482852 -4.458856 0.786251 0.065 -0.094 -0.071 -0.15
C 0.352823 -4.754442 -0.460452 -0.418 0.140 0.261 -0.07
H 0.927467 -3.148084 1.828712 0.018 0.007 -0.020 0.13
H -0.706854 -2.476971 1.698724 0.046 0.131 -0.098 0.11
H -0.392095 -5.204933 1.573788 0.063 0.032 0.024 0.11
H -1.535812 -4.385170 0.511544 -0.008 0.027 0.007 0.12
H 1.302966 -5.232602 -0.217750 0.024 -0.016 -0.065 0.13
H -0.182277 -5.346375 -1.197375 0.179 -0.038 -0.124 0.12
O 7.767347 -3.922100 -4.779181 0.102 0.050 -0.132 0.11
C 7.175462 -3.343256 -3.915001 -0.056 -0.260 0.134 -0.50
O 7.606030 -2.174460 -3.393061 -0.038 0.049 0.024 0.02
C 6.751929 -1.771378 -2.300648 -0.204 0.094 0.104 -0.15
C 5.432551 -2.492211 -2.539108 -0.007 -0.158 -0.025 -0.16
C 5.899023 -3.779510 -3.217570 -0.168 0.487 0.021 -0.08
H 7.225972 -2.070918 -1.364057 0.016 -0.020 -0.008 0.13
H 6.642103 -0.690676 -2.310399 0.157 0.023 -0.072 0.12
H 4.859519 -2.646537 -1.627995 0.037 0.035 0.033 0.11
H 4.814815 -1.915689 -3.227959 -0.015 0.025 0.029 0.12
H 6.149839 -4.557731 -2.494916 0.006 -0.067 -0.053 0.13
H 5.180903 -4.160179 -3.937844 0.098 -0.198 -0.013 0.12

***

No. 2
67
Properties=species:S:1:pos:R:3:forces:R:3:mulliken_spin:R:1 method="wB97M-V/def2-TZVPD" charge=-1 gap_ev="5.251 / 6.058" e_homo_ev="-3.13 / -4.52" relative_energy_ev=3.3852 spin_multiplicity=4 total_energy_ha=-4287.152770 molar_mass_g_mol=967.92
Re -0.982732 -0.314341 0.003733 0.156 0.643 -0.569 1.84
O -0.137310 -2.450135 0.004531 -0.261 0.069 0.135 0.03
S -1.004507 -2.867639 1.132685 0.229 -0.472 0.389 0.04
O -1.447726 -4.221016 1.136061 -0.117 -0.017 -0.068 0.00
O -2.072386 -1.827115 1.271500 0.414 0.089 -0.363 0.03
C -0.040185 -2.635838 2.611134 -0.163 0.080 0.236 -0.02
C -0.124436 -3.635118 3.575225 0.044 0.026 -0.252 0.00
C 0.469231 -3.452984 4.811656 0.051 0.007 0.067 0.00
C 1.127093 -2.264439 5.086326 0.052 0.062 0.014 0.00
C 1.212664 -1.271302 4.119969 -0.017 -0.002 -0.003 0.00
C 0.631534 -1.434968 2.863458 0.000 -0.103 -0.083 0.03
P 0.810417 -0.126873 1.559699 -0.140 0.047 0.541 0.12
C 2.497123 -0.473642 0.969172 0.003 0.078 -0.109 -0.03
C 2.658042 -0.892310 -0.348148 -0.071 -0.067 -0.041 0.00
C 3.929035 -1.135745 -0.854047 -0.011 0.001 -0.032 0.00
C 5.041928 -0.967366 -0.043710 -0.039 -0.002 0.026 0.00
C 4.882205 -0.600169 1.289269 0.002 0.017 -0.023 0.00
C 3.614820 -0.356423 1.795285 0.054 -0.050 -0.018 0.00
C 0.897648 1.363363 2.615417 -0.029 -0.026 0.083 0.02
C -0.212919 1.595450 3.432268 0.037 -0.004 -0.030 0.00
C -0.252120 2.702271 4.267084 0.006 -0.033 -0.015 0.00
C 0.816434 3.593104 4.288556 -0.061 0.025 0.018 0.00
C 1.905272 3.385079 3.455669 0.056 -0.029 -0.042 0.00
C 1.946295 2.274706 2.618159 0.037 0.020 0.011 0.00
H -0.661047 -4.542172 3.326660 0.023 0.055 0.051 0.00
H 0.409808 -4.231603 5.562433 -0.016 0.028 -0.025 0.00
H 1.573204 -2.100328 6.061181 0.000 -0.017 -0.069 0.00
H 1.721210 -0.345223 4.358391 -0.019 -0.013 -0.001 0.00
H 1.785734 -1.058292 -0.974247 0.138 0.031 0.016 0.01
H 4.037784 -1.455840 -1.884799 -0.016 0.022 0.091 0.00
H 6.036453 -1.129202 -0.444508 -0.055 -0.038 0.032 0.00
H 5.747868 -0.502635 1.934509 -0.035 0.012 -0.028 0.00
H 3.501915 -0.079972 2.837046 0.001 0.029 -0.041 0.00
H -1.050680 0.903282 3.400905 0.028 0.074 0.032 0.00
H -1.119531 2.872219 4.895894 0.068 -0.020 -0.049 0.00
H 0.791171 4.456085 4.946929 -0.005 -0.072 -0.079 0.00
H 2.728667 4.091557 3.448303 -0.058 -0.057 0.005 0.00
H 2.790040 2.127084 1.954584 -0.040 0.028 0.055 0.00
S -1.052726 -4.914517 -3.662907 0.078 0.122 0.036 0.00
C -0.847344 -3.327728 -3.159963 0.087 -0.067 -0.069 0.00
S 0.369541 -2.236369 -3.386104 -0.100 -0.047 0.260 0.00
S -2.402571 -3.115919 -2.283556 -0.082 0.027 0.096 0.00
C -2.934962 3.453784 -3.521166 -0.087 -0.072 0.036 -0.02
C -2.817886 2.017199 -3.907006 -0.059 0.117 0.202 0.32
C -2.336997 1.527845 -5.075281 0.192 -0.231 -0.186 -0.09
C -2.191272 0.131497 -5.257166 -0.101 0.080 -0.058 0.48
N -2.346629 -0.697505 -4.169723 0.032 -0.106 -0.082 -0.06
C -2.784987 -0.221180 -3.077704 -0.136 0.454 -0.004 0.13
S -2.783676 -1.157069 -1.539973 0.030 0.051 -0.690 0.01
N -3.270000 1.081023 -2.955783 -0.003 -0.071 0.132 0.23
C -1.693611 -0.496146 -6.523094 -0.049 -0.035 0.191 -0.02
H -2.428000 4.086288 -4.248976 -0.040 -0.021 0.001 0.00
H -2.486028 3.623480 -2.536845 -0.010 0.015 -0.060 0.01
H -3.986807 3.762270 -3.458909 0.082 -0.007 0.020 0.02
H -2.008734 2.216407 -5.848212 -0.035 -0.057 0.074 -0.01
H -3.438393 1.418180 -2.018027 0.088 0.027 -0.015 -0.06
H -1.356376 0.262898 -7.232870 -0.032 -0.034 0.032 0.00
H -2.472065 -1.098376 -7.004640 0.037 0.033 -0.004 0.03
H -0.863565 -1.171204 -6.294528 -0.025 0.027 -0.030 0.02
I 1.137811 2.550619 -0.932591 -0.045 0.036 0.011 0.06
C -0.084435 0.855992 -1.533961 -0.017 -0.290 0.260 -0.13
H 0.586916 0.257845 -2.143136 0.038 -0.023 -0.071 0.01
H -0.788047 1.335925 -2.206032 -0.182 0.003 -0.049 0.03
F -2.993378 1.051727 1.546703 0.366 0.250 -0.313 0.01
C -1.998970 1.447095 0.619471 -0.645 -0.830 0.044 -0.04
F -2.734287 2.127888 -0.390808 0.170 -0.073 0.343 0.01
H -1.450539 2.236540 1.118553 0.201 0.300 0.034 0.00